3 unconnected molecules or ions with the total composition C32H68N5O4, computed with the ωB97M-V functional and the def2-TZVPD basis.

```
109
Properties=species:S:1:pos:R:3:forces:R:3
C -5.317483 -5.908961 1.255048 -0.087 0.569 -0.616
C -4.198165 -5.011888 0.718175 0.608 -0.430 0.303
C -2.893231 -5.139034 1.505232 -0.149 0.710 -0.094
C -1.810163 -4.217491 0.921922 -0.306 -0.701 0.369
C -0.983496 -4.906540 -0.137138 0.347 0.305 -0.097
C 0.042763 -3.987083 -0.821793 -0.381 -0.875 -0.204
C 0.074903 -4.257171 -2.316596 0.180 -0.085 0.076
C 1.176922 -3.536852 -3.064995 0.141 0.496 0.123
C 1.153880 -2.002557 -2.985584 -0.620 -0.140 -0.119
C -0.215409 -1.338386 -3.257373 0.539 0.235 0.034
C -0.539507 -0.270753 -2.215475 -0.320 -0.297 -0.195
C 0.240331 1.001118 -2.480450 -0.430 0.055 0.050
C 0.093753 2.080536 -1.419683 0.810 -0.702 -0.571
N 0.426374 1.706787 0.006185 -1.050 0.664 0.029
C 1.673377 2.086686 0.414030 0.399 0.618 0.272
N 2.777374 1.464844 0.130581 -0.575 -0.196 -1.143
C 2.842575 0.251381 -0.696298 1.289 -0.619 0.760
C 3.099255 -0.959436 0.219268 -0.511 0.120 -0.229
C 1.817259 -1.762125 0.531078 0.576 0.568 0.850
N 1.560963 -1.865849 1.981047 0.405 -0.076 -0.427
N 1.644471 3.173887 1.241047 0.407 -1.225 0.554
C 0.419477 2.924404 2.077473 0.172 0.203 0.076
C 0.764493 1.885166 3.145396 -0.154 0.059 0.298
C -0.361812 1.460797 4.099732 0.429 -0.127 -0.010
C -0.006246 4.247425 2.716963 -0.024 0.369 -0.381
C 1.113084 4.937791 3.454689 -0.123 -0.243 0.911
N 1.355313 4.792538 4.693024 0.137 0.154 -0.472
C -0.474399 2.506445 0.906442 -0.349 0.521 0.205
C -1.861855 1.941691 1.169361 0.588 -0.543 0.049
C -1.964711 0.434723 1.200678 -0.260 0.190 -0.244
O -3.322248 0.089796 1.487750 -0.106 -0.780 0.638
C -3.536586 -0.580168 2.654659 -2.648 -1.519 -0.073
O -4.512631 -1.307038 2.830497 2.698 2.102 -0.496
H -5.779510 -6.447256 0.435623 -0.064 -0.347 -0.020
H -6.104399 -5.292878 1.672636 -0.135 -0.014 0.370
H -4.954426 -6.603266 1.999311 0.002 -0.228 0.176
H -3.961962 -5.245850 -0.317158 -0.164 -0.012 -0.266
H -4.476213 -3.967136 0.763510 -0.259 0.288 -0.117
H -2.555448 -6.171360 1.521677 0.098 -0.205 0.064
H -3.084473 -4.822393 2.526982 -0.083 -0.163 0.290
H -1.151265 -3.903120 1.730630 0.148 0.274 0.050
H -2.319969 -3.347362 0.514943 0.097 0.364 -0.092
H -0.445097 -5.724389 0.334880 0.012 -0.252 0.043
H -1.617844 -5.361774 -0.892496 -0.273 -0.026 -0.113
H 1.022910 -4.250283 -0.429413 0.139 0.213 0.103
H -0.170793 -2.944484 -0.601536 -0.043 0.107 -0.011
H 0.246250 -5.324578 -2.436628 -0.059 -0.229 -0.106
H -0.909395 -4.066813 -2.731542 -0.206 0.100 -0.193
H 2.123723 -3.852803 -2.631030 0.263 -0.152 -0.033
H 1.206346 -3.840517 -4.106191 -0.132 -0.117 -0.223
H 1.866736 -1.617482 -3.706372 0.352 0.089 0.009
H 1.474681 -1.692635 -1.991952 0.132 -0.124 0.001
H -1.010923 -2.064971 -3.326710 -0.209 -0.238 0.112
H -0.173602 -0.836618 -4.221376 -0.132 -0.044 -0.272
H -1.602969 -0.037261 -2.267668 -0.173 0.097 0.103
H -0.358289 -0.666576 -1.217538 0.072 -0.004 0.095
H 1.275513 0.794383 -2.734498 0.046 0.076 -0.112
H -0.209357 1.430113 -3.373015 0.143 0.203 -0.265
H -0.929441 2.426288 -1.459523 -0.277 0.096 0.369
H 0.745902 2.903366 -1.703497 -0.083 0.385 0.048
H 3.660186 1.801833 0.480764 0.123 0.170 0.053
H 1.967208 0.117812 -1.308637 0.003 0.203 0.272
H 3.717986 0.353618 -1.326653 -0.017 0.329 -0.381
H 3.852422 -1.586893 -0.241491 0.092 -0.225 -0.146
H 3.531102 -0.604806 1.147898 0.092 -0.003 0.260
H 1.922360 -2.747639 0.096110 -0.122 0.136 0.063
H 0.970780 -1.247810 0.085103 -0.030 -0.139 -0.286
H 0.762913 -1.304882 2.227809 -0.230 -0.071 0.166
H 1.370737 -2.823153 2.231605 -0.131 -0.076 0.216
H 2.496531 3.224751 1.790065 0.026 0.408 0.146
H 1.216003 0.997283 2.710104 0.039 -0.160 -0.271
H 1.548759 2.330006 3.750964 0.257 0.113 0.035
H 0.010110 1.416658 5.116271 0.102 0.021 0.205
H -0.680140 0.453192 3.868645 -0.340 -0.111 -0.039
H -1.207294 2.134000 4.112370 -0.263 0.066 -0.098
H -0.362062 4.911350 1.932631 -0.059 0.098 -0.155
H -0.830907 4.116609 3.407748 -0.173 -0.219 0.112
H 1.751825 5.628591 2.915550 0.101 0.030 -0.263
H 0.685359 4.155175 5.123060 -0.080 -0.052 0.100
H -0.675247 3.472664 0.443731 0.182 0.064 -0.478
H -2.524706 2.297416 0.389444 -0.299 0.159 -0.019
H -2.193739 2.323049 2.127796 -0.273 0.263 0.086
H -1.273529 -0.034843 1.895224 0.053 -0.056 0.221
H -1.766776 0.027554 0.217775 0.130 -0.145 -0.157
H -2.784643 -0.359233 3.427085 0.044 -0.192 -0.026
C 8.562252 0.854202 -0.714643 -0.073 -0.005 0.170
C 7.202379 0.776154 -1.387688 0.359 0.214 -0.206
C 7.328588 0.758341 -2.902466 -0.185 -0.015 -0.016
O 6.382828 1.880180 -0.974082 -0.369 -0.229 0.156
H 9.078047 1.772978 -1.004593 0.019 -0.024 -0.083
H 8.454856 0.867274 0.369988 -0.010 -0.039 0.000
H 9.188782 0.006681 -0.991441 0.012 0.005 -0.019
H 6.680944 -0.122806 -1.053395 -0.094 0.053 0.061
H 7.808692 1.674272 -3.255395 0.079 -0.019 0.026
H 6.345359 0.703256 -3.371709 -0.001 -0.036 0.006
H 7.921637 -0.091653 -3.239002 0.022 0.005 -0.002
H 6.820264 2.690000 -1.254670 0.046 0.053 -0.015
C -5.822278 3.433633 -2.549755 0.113 -0.120 -0.037
C -5.118705 3.786783 -1.249756 -0.232 0.301 -0.221
C -5.830130 4.911825 -0.515984 0.112 -0.004 0.126
O -3.755623 4.151358 -1.509010 0.198 -0.292 0.217
H -5.835601 4.295485 -3.221987 -0.059 0.045 0.045
H -5.299397 2.626026 -3.062649 -0.015 -0.028 0.027
H -6.851053 3.122098 -2.370156 -0.011 0.016 -0.001
H -5.073418 2.904687 -0.608849 0.115 -0.018 0.010
H -5.843586 5.817365 -1.127998 -0.058 -0.028 -0.056
H -5.312830 5.152420 0.413312 -0.014 -0.033 0.018
H -6.859210 4.641122 -0.280510 -0.011 0.006 -0.015
H -3.763353 4.928988 -2.075477 -0.021 0.058 -0.042
```
Positions in Å, forces in eV/Å.

- Charge: +1
- HOMO-LUMO gap: 9.815 eV
- Highest occupied orbital energy: -12.1 eV
- F_max: 0.067 Eh/bohr
- E_LUMO: -2.3 eV

2 unconnected molecules or ions with the total composition C32H69BClN5O5P, computed with the ωB97M-V functional and the def2-TZVPD basis.

```
114
Properties=species:S:1:pos:R:3:forces:R:3
C 3.370063 3.078304 -0.197161 0.117 0.022 0.427
C 3.321081 2.180353 0.784356 -0.293 0.694 -0.479
C 2.089735 1.452779 1.318670 0.656 -0.525 -0.130
C 2.215658 0.018922 0.743279 -0.142 -0.633 0.085
O 1.450805 -0.198853 -0.412668 0.248 0.193 0.305
C 2.169371 -0.879268 -1.438997 -0.314 -0.116 -1.002
C 2.943466 0.067685 -2.382495 -0.394 0.262 0.806
O 2.431086 0.040168 -3.693742 0.702 -0.009 -0.117
C 1.672136 1.178385 -4.053456 -0.573 -0.303 -0.852
C 1.510202 1.248461 -5.571948 -0.348 0.242 0.488
N 2.365649 1.443022 2.832696 -0.254 0.181 0.782
Cl 3.158382 0.247926 3.728678 -0.021 -0.017 -0.220
C 1.928792 2.519241 3.352832 0.253 1.025 -0.738
C 1.222108 3.383536 2.278808 -0.989 -0.963 1.716
O 0.201362 4.059151 2.966992 -0.241 0.105 -0.491
C 0.504842 5.446663 3.214455 -0.005 0.010 -0.378
C 0.269835 6.377386 2.016459 0.420 0.205 0.320
C 0.739000 2.187668 1.365209 -0.292 1.757 -0.619
C -0.468228 1.490577 2.040478 0.145 -0.547 -0.288
C -0.896787 0.159872 1.406379 -0.061 -0.416 1.323
C -2.265279 -0.254043 1.995283 -0.141 -0.049 -0.759
C -3.372305 0.053893 0.975747 0.295 0.380 0.740
C -4.785685 -0.288143 1.450073 0.537 -0.101 -1.537
C -5.761425 -0.215682 0.250984 -0.193 -0.337 1.127
C -7.035571 -1.034557 0.570635 -0.101 0.433 -0.616
C -8.345702 -0.354538 0.155082 0.079 -0.058 0.664
C -8.572193 1.034706 0.787172 -0.434 -0.402 -0.593
C -9.429245 1.886497 -0.158716 0.518 0.326 0.807
C -9.739323 3.290414 0.415217 -0.218 -0.530 -0.545
C -11.167427 3.745665 0.061057 0.552 0.775 0.212
C -11.284536 5.288896 -0.086111 -0.091 -0.711 -0.269
B 0.110157 2.797353 0.012997 0.273 -0.081 -1.073
N -0.979311 3.714963 0.021231 0.813 -0.200 1.044
O 0.637774 2.478921 -1.232129 0.074 -0.331 0.457
H 2.553794 3.740613 -0.455619 -0.240 -0.614 -0.590
H 4.296755 3.195458 -0.747454 0.150 0.569 0.431
H 4.261368 1.888400 1.248758 -0.054 -0.771 -0.454
H 3.269561 -0.158512 0.508991 0.045 0.100 0.188
H 1.937998 -0.729945 1.496765 -0.079 0.168 0.109
H 1.417150 -1.354569 -2.071886 -0.080 -0.028 0.158
H 2.795518 -1.689491 -1.052061 0.016 0.168 0.292
H 2.806780 1.072291 -1.970104 0.219 0.006 0.038
H 4.008909 -0.176071 -2.358127 -0.017 -0.025 -0.411
H 2.109852 2.121660 -3.716757 0.134 -0.213 0.408
H 0.659127 1.038552 -3.649917 0.066 0.421 0.297
H 0.690643 0.602906 -5.883797 0.307 -0.251 -0.239
H 1.194664 2.265752 -5.815890 0.095 -0.014 -0.105
H 2.440670 1.031362 -6.090854 -0.050 -0.105 -0.027
H 1.971889 2.797376 4.398796 0.202 -0.275 0.053
H 1.868654 4.113609 1.793055 0.378 -0.390 -0.132
H -0.132156 5.745693 4.041595 0.091 -0.178 0.121
H 1.561559 5.511289 3.492891 -0.119 0.104 0.385
H -0.150589 7.311994 2.388187 -0.116 -0.033 -0.099
H -0.395436 5.963892 1.265540 -0.082 -0.024 0.094
H 1.218418 6.655093 1.553120 -0.087 -0.147 -0.212
H -1.329407 2.157184 1.982989 0.153 0.172 0.089
H -0.315807 1.304900 3.109888 0.110 0.091 -0.018
H -0.918654 0.169741 0.318286 0.020 0.111 0.000
H -0.187235 -0.607855 1.725038 0.159 0.045 -0.345
H -2.438149 0.253898 2.948918 -0.066 0.058 -0.050
H -2.289519 -1.324035 2.215699 0.092 0.006 -0.028
H -3.307230 1.125880 0.739661 -0.134 -0.031 -0.095
H -3.114114 -0.465841 0.048879 -0.198 -0.137 0.024
H -5.074238 0.417683 2.229658 -0.197 -0.282 0.192
H -4.802998 -1.324348 1.796934 0.057 0.129 0.400
H -5.287632 -0.650203 -0.629682 0.086 0.211 -0.062
H -5.969813 0.840514 0.074993 -0.133 -0.082 -0.316
H -6.957366 -1.983801 0.033874 -0.047 -0.085 0.182
H -7.072744 -1.275901 1.635711 -0.011 0.107 0.024
H -8.443890 -0.302419 -0.932202 0.215 0.072 -0.014
H -9.165047 -0.990867 0.503724 -0.038 -0.039 -0.228
H -7.640260 1.562834 1.001709 0.030 -0.057 0.003
H -9.096308 0.887288 1.735667 0.076 0.191 0.062
H -8.846013 2.016446 -1.074611 -0.259 -0.132 -0.174
H -10.342930 1.338582 -0.398994 -0.023 0.053 -0.025
H -9.552388 3.290595 1.491584 -0.127 0.134 0.017
H -9.029298 3.982843 -0.044008 0.006 0.097 0.178
H -11.426286 3.259467 -0.879538 -0.240 0.015 0.066
H -11.862474 3.443019 0.844659 -0.052 -0.381 -0.201
H -10.291849 5.737850 -0.076828 -0.090 0.189 0.165
H -11.910786 5.695458 0.705091 0.154 0.254 -0.016
H -11.736121 5.534375 -1.048027 -0.086 0.135 0.093
H -0.817195 4.510315 -0.581006 -0.524 -0.127 -0.309
H -1.276667 3.993863 0.947646 -0.255 0.218 -0.170
H -0.024052 2.040121 -1.775601 0.005 0.278 -0.343
O 8.877519 -5.580068 -0.363166 0.555 3.443 -0.535
P 7.510221 -5.100745 -0.761429 -2.857 -5.380 0.086
N 6.685200 -5.340165 0.735935 0.432 0.109 0.488
C 5.304223 -5.727786 0.912068 -0.365 0.302 -0.307
C 7.198236 -4.568215 1.862342 0.477 -0.041 -0.014
N 7.163497 -6.324146 -1.950306 0.040 -0.208 -0.050
C 6.230798 -7.404321 -1.677928 -0.494 0.155 0.036
C 8.357623 -6.909733 -2.564893 0.307 0.094 0.068
N 6.354765 -4.045925 -1.447943 1.731 1.546 0.218
C 6.221164 -2.731455 -0.833360 -0.110 -0.061 0.382
C 5.386550 -4.314199 -2.493381 0.054 -0.023 -0.632
H 4.578081 -4.956704 0.605504 -0.035 -0.031 -0.042
H 5.116782 -5.940662 1.965585 0.155 0.150 0.055
H 5.067484 -6.655994 0.401352 0.015 0.123 -0.154
H 6.905372 -3.508434 1.816225 -0.056 -0.014 0.124
H 8.287483 -4.614838 1.891735 -0.017 0.016 -0.131
H 6.842876 -4.972583 2.811180 -0.097 -0.094 -0.077
H 6.520877 -8.005581 -0.805752 -0.040 -0.021 -0.013
H 6.170056 -8.070487 -2.540820 0.209 0.030 -0.032
H 5.210689 -7.041779 -1.542692 0.044 0.079 0.110
H 8.833547 -7.656946 -1.920363 0.034 0.035 0.007
H 9.100405 -6.148917 -2.792069 -0.015 0.001 0.038
H 8.084718 -7.397437 -3.503458 -0.174 0.050 0.026
H 5.469706 -2.737783 -0.030852 -0.003 0.054 -0.002
H 5.927261 -1.969917 -1.558794 0.048 -0.114 -0.131
H 7.170182 -2.402239 -0.407484 -0.026 -0.021 0.092
H 4.488139 -4.790815 -2.087900 0.031 -0.070 -0.001
H 5.795533 -4.930849 -3.286911 0.024 -0.181 0.183
H 5.073867 -3.382535 -2.975120 0.092 0.110 0.203
```
Positions in Å, forces in eV/Å.

- Charge: +1
- HOMO-LUMO gap: 5.720 eV
- Highest occupied orbital energy: -9.8 eV
- F_max: 0.118 Eh/bohr
- E_LUMO: -4.1 eV